Molecular formula: C3H6N2O
Method: DFT, wB97M-V/def2-TZVPD

For the calculated total energy, the calculation gives -302.54176 a.u. As for the HOMO energy: -7.70 eV. The value obtained for the gap between HOMO and LUMO is 8.2 eV. Its energy relative to the best compared isomer or geometry (same formula, charge and spin) is 95.0 kcal/mol.

Last column: Mulliken charge in e.
Cartesian coordinates (Å):
H1 -2.271 1.125 -1.195  0.288
H2 2.593 0.359 -0.817  0.306
H3 0.671 -0.793 1.058  0.248
N1 -1.872 -1.241 0.853  -0.568
H4 2.702 -0.124 0.953  0.247
O1 -0.452 1.665 -0.688  -0.532
H5 0.378 1.170 -0.506  0.402
C1 -1.568 -0.326 0.094  0.643
C2 -1.490 0.825 -0.524  -0.451
N2 0.919 -0.475 0.115  -0.560
C3 2.083 0.019 0.087  -0.285
H6 -1.694 -2.203 0.570  0.263

Molecular formula: C3H6N2O
Method: DFT, wB97M-V/def2-TZVPD

For the calculated total energy, the calculation gives -302.64647 a.u. As for the HOMO energy: -9.73 eV. The value obtained for the gap between HOMO and LUMO is 10.6 eV. Its energy relative to the best compared isomer or geometry (same formula, charge and spin) is 29.3 kcal/mol.

Last column: Mulliken charge in e.
Cartesian coordinates (Å):
C1 1.005 -0.634 -0.099  0.470
H1 -2.073 -1.044 1.027  0.241
N1 -0.129 -0.242 0.625  -0.181
O1 1.204 -1.792 -0.409  -0.588
H2 -1.607 -1.034 -0.750  0.230
H3 2.781 0.067 -0.753  0.244
N2 1.929 0.358 -0.301  -0.370
C2 -1.046 0.823 0.301  -0.407
H4 -0.931 1.330 -0.655  0.309
H5 1.675 1.329 -0.364  0.223
C3 -1.462 -0.610 0.241  -0.403
H6 -1.348 1.450 1.137  0.232

Molecular formula: C3H6N2O
Method: DFT, wB97M-V/def2-TZVPD

For the calculated total energy, the calculation gives -302.64010 a.u. As for the HOMO energy: -9.60 eV. The value obtained for the gap between HOMO and LUMO is 10.5 eV. Its energy relative to the best compared isomer or geometry (same formula, charge and spin) is 33.3 kcal/mol.

Last column: Mulliken charge in e.
Cartesian coordinates (Å):
H1 -0.469 -1.944 -0.942  0.224
H2 -0.395 -1.455 -2.574  0.260
C1 0.577 1.116 1.027  -0.384
O1 0.452 0.823 -2.112  -0.618
H3 -1.127 -0.213 1.569  0.261
H4 -0.073 1.991 1.020  0.244
C2 0.121 -0.006 -1.286  0.472
N1 0.416 0.105 0.053  -0.085
H5 1.600 1.303 1.340  0.221
H6 0.523 -0.950 1.906  0.236
N2 -0.519 -1.188 -1.608  -0.416
C3 -0.058 -0.210 1.356  -0.414